{"formula": "C3H3NO3", "method": "the ωB97M-V functional and the def2-TZVPD basis", "symbols": ["N", "C", "O", "C", "O", "C", "O", "H", "H", "H"], "xyz": [[-1.11351, 0.92556, -1.12100], [-0.32103, 0.33940, -0.28017], [1.03871, 0.27330, -0.44878], [1.79241, -0.47338, 0.39454], [1.37290, -1.07801, 1.33703], [-1.28406, -0.25181, 0.64511], [-2.34931, -0.21811, 0.02552], [-0.91755, 0.73146, -2.09265], [2.83959, -0.41716, 0.06876], [-1.21834, -0.54014, 1.69052]], "atomic_forces_ev_per_a": [[2.283, 0.298, -1.133], [-0.588, 1.546, -1.999], [-0.140, -0.468, -0.208], [-0.116, -0.328, 0.444], [0.166, 0.174, -0.387], [-2.348, 0.308, 0.240], [-0.856, -2.786, 3.586], [1.344, 1.257, -0.675], [-0.112, 0.006, 0.106], [0.367, -0.008, 0.026]], "smiles": "[H]/N=C(/C=O)OC=O", "fmax_ha_per_bohr": 0.090, "e_tot_ev": -10788.3642, "charge": 0, "e_homo_ev": -8.8, "orbital_gap_ev": 8.150, "relative_energy_kcal_mol": 100.0}